Here is a cluster of 10 separate species, C26H72N2O10 in total at a distorted geometry from OMol25. Energies are from ωB97M-V/def2-TZVPD.

Charge: 0
Frontier orbital gap in eV: 8.81
Energy above the lowest of the compared OMol25 structures with the same formula, charge and spin in kcal/mol: 112.6
Molar mass in Da: 572.87
LUMO level in eV: 0.197
SMILES: NC(N)=O.CC(C)O.CC(C)O.CC(C)O.CC(C)O.CC(C)O.CC(C)O.CC(C)O.CC(C)O.CO

Each line ends with the Löwdin charge.
CARTESIAN COORDINATES (ANGSTROEM)
C 0.240 -0.671 -0.001  -0.201
O 0.537 -0.728 1.319  -0.097
H 0.920 -1.385 -0.567  0.090
H 0.452 0.413 -0.328  0.099
H -0.835 -0.706 -0.266  0.061
H 1.413 -0.414 1.379  0.019
C 3.672 0.118 1.081  -0.606
O 3.060 0.432 -0.137  -0.109
N 3.944 -1.118 1.421  0.172
N 4.109 1.010 1.890  0.190
H 3.552 -1.866 0.826  0.078
H 4.330 -1.390 2.341  0.138
H 3.913 2.012 1.797  0.084
H 4.713 0.923 2.700  0.130
C -1.117 2.905 -0.592  -0.050
C -1.949 1.806 -0.094  -0.678
C -1.723 1.731 1.404  -0.022
O -3.185 2.059 -0.279  -0.015
H -0.108 2.650 -0.441  0.032
H -1.440 3.793 -0.111  0.090
H -1.360 2.874 -1.688  0.107
H -1.774 0.889 -0.626  0.100
H -2.303 0.980 1.831  0.045
H -2.189 2.666 1.774  0.108
H -0.663 1.624 1.732  0.065
H -3.565 1.112 -0.514  0.131
C 1.385 3.457 1.534  -0.051
C 2.529 4.095 2.160  -0.656
C 2.589 3.799 3.653  -0.024
O 3.579 3.815 1.549  0.044
H 1.518 2.338 1.473  0.100
H 1.358 3.675 0.473  0.054
H 0.462 3.637 2.011  0.080
H 2.382 5.206 2.175  0.158
H 3.387 4.414 4.053  0.083
H 2.660 2.728 3.892  0.069
H 1.718 4.091 4.169  0.066
H 3.436 3.996 0.662  0.086
C 0.180 0.551 -3.512  -0.013
C -0.427 -0.758 -3.774  -0.645
C -1.448 -1.319 -2.824  -0.021
O -0.987 -0.630 -4.873  0.019
H 0.422 0.986 -4.445  0.081
H 1.129 0.434 -3.076  0.067
H -0.417 1.289 -2.970  0.082
H 0.272 -1.573 -3.853  0.124
H -1.982 -2.169 -3.291  0.086
H -2.192 -0.711 -2.479  0.044
H -0.960 -1.900 -2.041  0.053
H -0.801 -1.406 -5.446  0.149
C -3.271 -4.102 1.752  -0.050
C -2.188 -3.196 1.438  -0.594
C -1.454 -3.665 0.176  -0.001
O -2.605 -2.003 1.214  0.012
H -2.843 -5.037 2.034  0.081
H -3.932 -4.601 1.082  0.074
H -3.934 -3.680 2.525  0.107
H -1.606 -3.142 2.273  0.117
H -1.154 -4.719 0.270  0.092
H -0.583 -3.131 -0.037  0.017
H -2.066 -3.518 -0.767  0.098
H -2.855 -1.756 2.079  0.101
C 0.057 -1.661 4.913  -0.033
C -0.449 -0.238 4.679  -0.614
C 0.626 0.657 4.217  -0.065
O -1.259 -0.197 3.713  0.001
H -0.807 -2.278 5.108  0.068
H 0.733 -1.737 5.782  0.084
H 0.529 -2.068 3.995  0.087
H -0.950 0.158 5.607  0.167
H 1.428 0.679 4.917  0.074
H 0.183 1.672 4.260  0.099
H 0.905 0.665 3.199  0.044
H -0.905 -0.682 3.017  0.035
C 2.615 2.817 -2.029  -0.032
C 1.738 3.543 -2.998  -0.652
C 1.321 4.945 -2.519  -0.027
O 2.382 3.813 -4.015  0.013
H 3.587 3.339 -1.866  0.112
H 2.768 1.852 -2.358  0.037
H 2.144 2.598 -1.063  0.047
H 0.908 2.927 -3.316  0.109
H 2.279 5.510 -2.260  0.112
H 0.694 4.899 -1.607  0.064
H 0.752 5.455 -3.214  0.044
H 1.836 4.133 -4.737  0.129
C -5.795 -0.309 -2.257  -0.030
C -5.054 -1.192 -1.306  -0.607
C -4.748 -2.570 -1.851  -0.033
O -4.080 -0.619 -0.670  -0.021
H -5.901 0.699 -1.821  0.099
H -6.859 -0.567 -2.257  0.079
H -5.542 -0.519 -3.306  0.090
H -5.772 -1.404 -0.533  0.129
H -3.988 -2.575 -2.641  0.062
H -5.602 -3.052 -2.323  0.080
H -4.406 -3.299 -1.038  0.088
H -3.705 -1.250 -0.037  0.084
C 1.956 -3.508 -2.271  -0.021
C 2.797 -3.730 -1.074  -0.677
C 4.019 -2.964 -1.219  -0.060
O 2.218 -3.450 0.012  0.004
H 1.087 -4.033 -2.069  0.060
H 2.335 -3.988 -3.148  0.087
H 1.806 -2.450 -2.499  0.085
H 3.244 -4.696 -0.994  0.142
H 3.807 -1.948 -1.194  0.055
H 4.549 -3.079 -2.085  0.069
H 4.704 -3.174 -0.367  0.109
H 1.857 -4.291 0.451  0.177